Record 1
# C35H34N2O4S2

2 unconnected molecules or ions with the total composition C35H34N2O4S2 in a non-equilibrium geometry (ωB97M-V with the def2-TZVPD basis set, OMol25).

Positions of all 77 atoms, in Å:
1 C 5.983 -0.213 2.673
2 C 4.544 0.157 2.481
3 C 3.653 -0.726 1.889
4 C 2.351 -0.323 1.533
5 C 1.480 -1.267 0.893
6 C 1.961 1.018 1.803
7 N 0.777 1.455 1.181
8 C -0.163 0.650 0.566
9 N -1.384 1.313 0.671
10 C -2.667 0.758 0.899
11 C -2.834 -0.292 1.835
12 C -1.690 -1.048 2.446
13 C -4.139 -0.604 2.244
14 C -5.239 0.141 1.816
15 C -6.611 -0.118 2.352
16 C -5.044 1.169 0.893
17 C -3.775 1.481 0.400
18 C -3.652 2.596 -0.592
19 C -1.068 2.654 0.910
20 C 0.225 2.742 1.215
21 C 2.775 1.846 2.615
22 C 2.336 3.126 3.243
23 C 4.086 1.419 2.860
24 H 6.421 0.403 3.463
25 H 6.103 -1.268 2.943
26 H 6.552 -0.054 1.747
27 H 3.940 -1.753 1.683
28 H -0.044 -0.426 0.770
29 H 1.863 -1.601 -0.084
30 H 1.021 -2.056 1.497
31 H -2.038 -1.545 3.359
32 H -1.338 -1.860 1.793
33 H -0.857 -0.411 2.767
34 H -4.305 -1.433 2.941
35 H -7.353 0.302 1.670
36 H -6.794 -1.190 2.463
37 H -6.754 0.342 3.337
38 H -5.909 1.723 0.535
39 H -4.602 2.679 -1.135
40 H -3.540 3.576 -0.103
41 H -2.856 2.463 -1.340
42 H -1.797 3.446 0.969
43 H 0.745 3.623 1.551
44 H 2.859 3.257 4.199
45 H 2.608 3.997 2.631
46 H 1.264 3.138 3.448
47 H 4.766 2.099 3.382
48 C -0.251 -5.850 -4.120
49 C -0.657 -5.100 -3.017
50 C -0.034 -3.882 -2.753
51 C 0.989 -3.410 -3.559
52 C 1.399 -4.151 -4.675
53 C 0.783 -5.381 -4.935
54 S 1.562 -1.725 -3.127
55 O 2.851 -1.833 -2.475
56 O 1.378 -0.895 -4.291
57 C 0.335 -1.358 -1.869
58 C -0.070 -0.081 -1.460
59 C 0.518 1.146 -2.014
60 C 1.891 1.414 -1.913
61 C 2.288 2.746 -1.790
62 C 1.386 3.794 -1.996
63 C 0.082 3.496 -2.412
64 C -0.317 2.167 -2.532
65 S -0.367 -2.885 -1.285
66 O -1.784 -2.684 -1.047
67 O 0.481 -3.502 -0.276
68 H -0.743 -6.798 -4.327
69 H -1.472 -5.421 -2.378
70 H 2.182 -3.761 -5.328
71 H 1.107 -5.976 -5.786
72 H -1.123 -0.050 -1.162
73 H 2.612 0.598 -1.858
74 H 3.317 2.977 -1.503
75 H 1.712 4.825 -1.848
76 H -0.629 4.300 -2.612
77 H -1.287 1.895 -2.964

Energy relative to the best compared isomer or geometry (same formula, charge and spin) ... 0.00 kJ/mol
Net charge ... 0
DFT total energy ... -2560.683491 a.u.


Record 2
# C30H29F6N3O5

2 unconnected molecules or ions with the total composition C30H29F6N3O5 in a non-equilibrium geometry (ωB97M-V with the def2-TZVPD basis set, OMol25).

Positions of all 73 atoms, in Å:
1 C 4.373 2.907 3.944
2 N 4.418 1.714 3.098
3 C 5.735 1.374 2.563
4 C 5.902 2.071 1.244
5 F 7.061 1.778 0.600
6 F 4.858 1.743 0.399
7 F 5.831 3.434 1.412
8 C 3.283 1.033 2.694
9 C 3.288 -0.375 2.505
10 C 2.184 -1.006 1.991
11 C 1.030 -0.293 1.577
12 C -0.143 -0.983 1.080
13 C -1.464 -0.425 1.305
14 C -2.585 -1.156 0.841
15 C -3.818 -0.585 0.684
16 C -4.080 0.706 1.221
17 N -5.303 1.359 0.982
18 C -5.904 1.303 -0.351
19 C -6.266 1.630 2.083
20 C -6.145 3.018 2.627
21 F -7.283 3.406 3.267
22 F -5.106 3.104 3.529
23 F -5.890 3.928 1.628
24 C -3.063 1.304 2.015
25 C -1.810 0.721 2.089
26 C 1.070 1.110 1.757
27 C 2.101 1.754 2.399
28 H 3.601 2.777 4.713
29 H 5.354 3.014 4.422
30 H 4.146 3.808 3.356
31 H 6.493 1.764 3.254
32 H 5.814 0.294 2.397
33 H 4.194 -0.914 2.796
34 H 2.211 -2.092 1.934
35 H -0.160 -2.076 1.212
36 H -2.471 -2.183 0.531
37 H -4.623 -1.092 0.145
38 H -5.403 0.546 -0.957
39 H -6.962 1.071 -0.253
40 H -5.791 2.276 -0.845
41 H -7.267 1.529 1.665
42 H -6.071 0.929 2.902
43 H -3.293 2.257 2.499
44 H -1.109 1.187 2.771
45 H 0.250 1.716 1.400
46 H 2.068 2.831 2.600
47 C 5.026 -1.259 -1.090
48 C 3.755 -1.282 -1.878
49 O 2.697 -1.688 -0.978
50 C 1.484 -1.584 -1.560
51 C 0.313 -1.941 -0.721
52 C -0.757 -2.558 -1.475
53 O -1.570 -3.352 -0.933
54 C -0.997 -2.385 -3.040
55 C -0.265 -3.076 -4.038
56 C -0.617 -2.961 -5.382
57 C -1.704 -2.156 -5.763
58 N -1.920 -1.842 -7.143
59 O -2.862 -1.058 -7.418
60 O -1.141 -2.354 -7.985
61 C -2.497 -1.562 -4.773
62 C -2.165 -1.706 -3.427
63 O 1.419 -1.297 -2.768
64 H 5.853 -0.907 -1.707
65 H 4.951 -0.584 -0.240
66 H 5.297 -2.250 -0.724
67 H 3.512 -0.291 -2.263
68 H 3.830 -1.971 -2.725
69 H 0.706 -2.729 -0.048
70 H 0.598 -3.702 -3.779
71 H -0.041 -3.459 -6.151
72 H -3.359 -0.986 -5.066
73 H -2.803 -1.274 -2.648

Net charge ... 0
DFT total energy ... -2300.060419 a.u.


Record 3
# C5H10N2

A single C5H10N2 molecule in a non-equilibrium geometry (ωB97M-V with the def2-TZVPD basis set, OMol25).

Positions of all 17 atoms, in Å:
1 C 0.212 1.836 1.537
2 N -0.614 0.645 -0.411
3 C -0.694 -0.550 -1.233
4 C 0.145 0.594 0.707
5 N 0.324 -0.541 -2.231
6 C -0.818 -1.662 -0.419
7 C 0.675 -0.635 1.076
8 H -0.834 1.542 -0.819
9 H 0.066 -0.016 -3.055
10 H 0.637 -1.469 -2.491
11 H 0.407 1.592 2.580
12 H -0.717 2.407 1.481
13 H 1.023 2.476 1.184
14 H -1.532 -1.667 0.390
15 H -0.578 -2.637 -0.821
16 H 1.344 -1.162 0.408
17 H 0.954 -0.755 2.117

Energy relative to the best compared isomer or geometry (same formula, charge and spin) ... 308.80 kJ/mol
Net charge ... 0
DFT total energy ... -305.906237 a.u.


Record 4
# C54H132O24P6

9 unconnected molecules or ions with the total composition C54H132O24P6 in a non-equilibrium geometry (ωB97M-V with the def2-TZVPD basis set, OMol25).

Positions of all 216 atoms, in Å:
1 C -1.305 -3.446 -0.262
2 C -1.390 -2.139 -1.048
3 C 0.054 -1.600 -1.097
4 C 0.163 -0.241 -1.817
5 C -0.529 0.885 -1.062
6 C -0.130 2.224 -1.530
7 H -2.251 -3.936 -0.106
8 H -0.918 -3.245 0.748
9 H -0.547 -4.060 -0.763
10 H -1.730 -2.246 -2.064
11 H -2.029 -1.358 -0.623
12 H 0.598 -2.354 -1.657
13 H 0.590 -1.466 -0.161
14 H 1.201 0.128 -1.933
15 H -0.194 -0.338 -2.820
16 H -1.597 0.651 -1.050
17 H -0.405 0.686 0.037
18 H -0.325 2.279 -2.600
19 H -0.712 3.058 -0.986
20 H 0.969 2.323 -1.349
21 C -2.152 -1.035 -7.215
22 C -2.190 0.034 -6.135
23 C -3.665 0.297 -5.752
24 C -3.695 1.087 -4.474
25 C -5.053 1.530 -4.070
26 C -5.008 2.517 -2.884
27 H -2.971 -0.821 -7.934
28 H -2.211 -2.054 -6.850
29 H -1.251 -1.035 -7.798
30 H -1.588 -0.312 -5.189
31 H -1.750 1.012 -6.413
32 H -4.385 -0.601 -5.640
33 H -4.177 0.861 -6.576
34 H -3.264 0.510 -3.677
35 H -3.048 1.981 -4.553
36 H -5.620 1.900 -4.916
37 H -5.576 0.666 -3.644
38 H -4.543 3.479 -3.141
39 H -6.000 2.741 -2.481
40 H -4.389 2.147 -2.050
41 C 4.180 -3.059 -1.643
42 C 4.040 -4.043 -0.474
43 C 2.846 -3.676 0.352
44 C 2.822 -4.457 1.647
45 C 1.557 -4.159 2.467
46 C 1.411 -4.900 3.760
47 H 3.694 -2.092 -1.394
48 H 3.636 -3.439 -2.504
49 H 5.213 -2.788 -1.890
50 H 3.980 -5.110 -0.695
51 H 4.948 -3.919 0.137
52 H 1.966 -3.908 -0.310
53 H 2.825 -2.563 0.728
54 H 2.851 -5.587 1.484
55 H 3.708 -4.214 2.218
56 H 1.475 -3.081 2.581
57 H 0.619 -4.402 1.838
58 H 2.345 -5.019 4.288
59 H 0.657 -4.366 4.348
60 H 1.058 -5.938 3.590
61 C -4.600 2.988 0.936
62 C -3.629 1.912 0.775
63 O -2.562 1.794 1.762
64 P -2.880 1.409 3.250
65 O -4.261 1.152 3.542
66 O -1.794 0.323 3.556
67 C -2.182 -1.071 3.313
68 C -0.942 -1.959 3.191
69 O -2.114 2.611 3.991
70 C -1.607 2.489 5.362
71 C -0.340 3.328 5.608
72 H -4.235 4.032 0.951
73 H -5.284 2.879 0.122
74 H -5.217 2.801 1.795
75 H -4.162 0.921 0.751
76 H -3.040 2.054 -0.125
77 H -2.758 -1.367 4.204
78 H -2.931 -1.094 2.538
79 H -0.463 -1.794 2.262
80 H -0.305 -1.711 4.011
81 H -1.123 -3.080 3.258
82 H -2.366 2.921 5.967
83 H -1.460 1.442 5.630
84 H -0.441 4.292 5.188
85 H -0.256 3.551 6.667
86 H 0.640 2.815 5.360
87 C -3.882 -6.630 0.113
88 C -5.302 -6.265 0.335
89 O -5.651 -4.810 0.147
90 P -5.036 -3.705 1.099
91 O -4.045 -4.051 2.139
92 O -4.525 -2.567 0.185
93 C -5.466 -2.018 -0.812
94 C -4.787 -1.892 -2.120
95 O -6.374 -3.107 1.738
96 C -6.143 -2.026 2.656
97 C -7.522 -1.442 2.987
98 H -3.282 -5.826 0.670
99 H -3.580 -7.503 0.710
100 H -3.593 -6.738 -0.907
101 H -5.944 -6.707 -0.367
102 H -5.649 -6.561 1.366
103 H -6.321 -2.674 -0.844
104 H -5.879 -1.067 -0.435
105 H -5.471 -1.554 -2.898
106 H -3.902 -1.272 -2.042
107 H -4.379 -2.845 -2.367
108 H -5.654 -2.335 3.591
109 H -5.589 -1.235 2.248
110 H -7.510 -0.569 3.684
111 H -8.000 -1.094 2.024
112 H -8.159 -2.261 3.416
113 C 3.912 -3.358 6.350
114 C 2.610 -2.468 6.512
115 O 2.828 -1.319 5.702
116 P 2.109 0.002 6.123
117 O 0.715 -0.233 6.573
118 O 2.328 0.912 4.924
119 C 1.618 0.695 3.613
120 C 1.922 1.875 2.711
121 O 3.054 0.738 7.234
122 C 4.275 1.339 6.800
123 C 4.108 2.832 6.749
124 H 4.074 -3.564 5.314
125 H 4.815 -2.823 6.756
126 H 3.820 -4.353 6.850
127 H 1.855 -3.061 6.073
128 H 2.388 -2.133 7.546
129 H 2.096 -0.210 3.180
130 H 0.567 0.484 3.777
131 H 2.993 2.026 2.686
132 H 1.294 1.760 1.778
133 H 1.459 2.763 3.127
134 H 5.051 1.050 7.490
135 H 4.468 0.972 5.768
136 H 3.994 3.229 7.773
137 H 4.948 3.350 6.331
138 H 3.219 3.083 6.158
139 C -1.988 -4.877 -3.918
140 C -1.375 -3.674 -4.657
141 O -0.079 -3.349 -4.243
142 P 1.060 -2.811 -5.219
143 O 0.772 -3.132 -6.628
144 O 1.466 -1.368 -4.763
145 C 2.436 -0.596 -5.626
146 C 1.736 0.613 -6.121
147 O 2.300 -3.630 -4.708
148 C 2.243 -5.057 -4.674
149 C 3.438 -5.683 -5.252
150 H -1.441 -5.831 -4.148
151 H -1.991 -4.645 -2.790
152 H -3.037 -4.989 -4.119
153 H -1.346 -3.875 -5.684
154 H -2.024 -2.757 -4.535
155 H 3.301 -0.339 -4.990
156 H 2.746 -1.242 -6.433
157 H 1.576 1.344 -5.296
158 H 2.337 1.251 -6.823
159 H 0.729 0.465 -6.535
160 H 2.179 -5.257 -3.611
161 H 1.281 -5.253 -5.147
162 H 3.487 -5.419 -6.315
163 H 4.333 -5.393 -4.663
164 H 3.368 -6.758 -5.225
165 C 3.718 4.371 0.316
166 C 4.679 3.295 0.564
167 O 4.390 2.071 -0.265
168 P 5.480 0.893 -0.093
169 O 6.878 1.256 0.052
170 O 4.917 -0.079 1.003
171 C 5.463 -1.353 1.428
172 C 4.891 -1.755 2.726
173 O 5.174 0.051 -1.520
174 C 6.115 0.279 -2.592
175 C 6.005 1.672 -3.204
176 H 3.819 4.644 -0.712
177 H 2.701 4.104 0.516
178 H 3.986 5.193 0.942
179 H 5.694 3.578 0.377
180 H 4.677 2.991 1.619
181 H 5.288 -2.161 0.701
182 H 6.558 -1.211 1.525
183 H 5.464 -2.545 3.181
184 H 4.896 -0.946 3.468
185 H 3.854 -2.055 2.662
186 H 7.115 0.157 -2.128
187 H 6.023 -0.486 -3.312
188 H 6.843 1.807 -3.907
189 H 5.029 1.791 -3.683
190 H 6.100 2.402 -2.424
191 C -1.085 10.524 0.456
192 C -0.176 9.478 -0.193
193 O -0.389 8.257 0.450
194 P -0.298 6.869 -0.333
195 O -1.296 6.571 -1.399
196 O 1.167 6.974 -0.872
197 C 1.480 6.621 -2.203
198 C 1.262 5.139 -2.556
199 O -0.261 5.882 0.850
200 C -1.535 5.170 1.242
201 C -2.371 6.068 2.096
202 H -2.139 10.268 0.413
203 H -0.880 10.663 1.513
204 H -0.850 11.437 -0.062
205 H -0.346 9.383 -1.257
206 H 0.839 9.695 -0.016
207 H 0.951 7.218 -2.951
208 H 2.453 6.947 -2.383
209 H 0.226 4.842 -2.619
210 H 1.740 4.997 -3.519
211 H 1.766 4.454 -1.879
212 H -2.058 4.911 0.386
213 H -1.203 4.364 1.870
214 H -1.691 6.570 2.786
215 H -2.707 6.905 1.453
216 H -3.226 5.637 2.539

Energy relative to the best compared isomer or geometry (same formula, charge and spin) ... 250.53 kJ/mol
Net charge ... 0
DFT total energy ... -5991.142792 a.u.


Record 5
# C18H37BFN4O6

3 unconnected molecules or ions with the total composition C18H37BFN4O6 in a non-equilibrium geometry (ωB97M-V with the def2-TZVPD basis set, OMol25).

Positions of all 67 atoms, in Å:
1 C 5.087 0.090 0.937
2 B 4.193 0.503 -0.308
3 O 4.728 0.273 -1.567
4 N 2.833 1.162 -0.221
5 C 2.796 2.484 -0.336
6 N 1.529 2.917 -0.209
7 C 0.828 1.775 -0.008
8 N -0.489 1.844 0.190
9 C -1.412 0.775 0.468
10 O -1.988 0.278 -0.727
11 C -2.959 -0.711 -0.448
12 O -4.111 -0.250 0.203
13 C -5.195 0.048 -0.703
14 C -5.374 1.603 -0.767
15 O -4.148 2.281 -1.019
16 N 1.590 0.657 -0.036
17 C 1.316 -0.763 0.082
18 C 1.298 -1.257 1.570
19 C 0.397 -2.528 1.669
20 F 2.599 -1.575 1.939
21 H 4.767 0.557 1.886
22 H 5.179 -1.006 1.035
23 H 6.113 0.457 0.713
24 H 5.551 0.805 -1.587
25 H 3.711 3.052 -0.511
26 H -0.887 2.775 0.144
27 H -1.014 -0.027 1.118
28 H -2.252 1.225 1.039
29 H -2.508 -1.480 0.226
30 H -3.183 -1.255 -1.385
31 H -6.126 -0.312 -0.218
32 H -5.103 -0.412 -1.700
33 H -5.770 1.920 0.220
34 H -6.136 1.829 -1.532
35 H -3.781 2.476 -0.149
36 H 2.046 -1.412 -0.434
37 H 0.336 -1.017 -0.357
38 H 0.850 -0.495 2.233
39 H -0.335 -2.590 0.845
40 H 1.002 -3.451 1.621
41 H -0.189 -2.532 2.604
42 C 8.282 -0.803 -4.947
43 C 6.885 -1.366 -4.730
44 C 6.601 -0.945 -3.300
45 O 7.309 0.282 -3.075
46 C 8.222 0.499 -4.163
47 H 8.538 -0.656 -5.995
48 H 9.025 -1.473 -4.505
49 H 6.180 -0.881 -5.410
50 H 6.814 -2.443 -4.878
51 H 6.978 -1.687 -2.587
52 H 5.546 -0.792 -3.115
53 H 7.828 1.315 -4.777
54 H 9.194 0.800 -3.770
55 C -6.174 -0.082 4.140
56 C -7.569 0.016 4.738
57 C -8.389 0.478 3.545
58 O -7.757 -0.063 2.377
59 C -6.472 -0.582 2.736
60 H -5.503 -0.739 4.692
61 H -5.719 0.912 4.095
62 H -7.903 -0.973 5.062
63 H -7.636 0.694 5.589
64 H -8.384 1.570 3.457
65 H -9.424 0.139 3.589
66 H -6.531 -1.676 2.709
67 H -5.729 -0.257 2.008

Net charge ... +1
DFT total energy ... -1502.988521 a.u.


Question: The highest net charge belongs to which entry?
Answer: C18H37BFN4O6


Question: Which formula does entry 2 have?
Answer: C30H29F6N3O5